Molecular formula: CHN4O2
Method: DFT, ωB97M-V with the def2-TZVPD basis set

Structure (XYZ):
```
8
Properties=species:S:1:pos:R:3:forces:R:3:mulliken_charge:R:1
C -1.5807 -0.3641 -0.9759 -2.524 0.415 0.944 0.569
N -3.8296 -0.1481 -1.4118 -0.394 -0.982 -0.556 -0.093
N -3.2862 0.3207 -0.4388 1.770 0.060 -0.194 -0.218
N -1.9075 -1.0040 -1.9992 1.775 -0.118 0.304 -0.275
N -3.2596 -0.9036 -2.3110 -1.151 0.653 -0.240 -0.441
O 0.8507 -0.5011 -0.2296 0.155 0.141 2.260 -0.499
O -0.8131 -0.0772 -0.0280 0.992 0.016 -0.046 -0.324
H 1.0643 -0.4236 0.7714 -0.625 -0.185 -2.472 0.280
```
Forces are in eV/Å.

Summary:
- Total charge: -1
- Frontier orbital gap (alpha / beta): 0.247 / 0.247 hartree
- Calculated total energy: -408.02863 Eh

---

Molecular formula: CHN4S2
Method: DFT, ωB97M-V with the def2-TZVPD basis set

Structure (XYZ):
```
8
Properties=species:S:1:pos:R:3:forces:R:3:mulliken_charge:R:1
C 0.0593 -0.3478 0.0036 -0.036 0.041 0.186 0.052
N -0.3790 -1.6042 0.2072 -1.335 -0.268 1.153 -0.461
N 0.2618 -2.4310 -0.5893 0.455 2.625 -0.174 -0.367
N 1.0092 -0.3353 -0.9011 0.833 -0.739 -1.146 -0.547
N 1.0970 -1.6154 -1.2622 -0.441 0.382 0.644 0.644
S 3.2054 -1.2457 -3.5621 -0.125 0.457 -0.115 -0.559
S 2.3237 -2.4080 -2.2138 0.646 -0.955 -0.221 -0.120
H -0.2411 0.6208 0.4818 0.003 -1.543 -0.328 0.359
```
Forces are in eV/Å.

Summary:
- Total charge: -1
- Frontier orbital gap: 0.244 hartree
- Calculated total energy: -1054.12009 Eh
- SMILES string: [S-]Sn1ncnn1

---

Molecular formula: CHN5O
Method: DFT, ωB97M-V with the def2-TZVPD basis set

Structure (XYZ):
```
8
Properties=species:S:1:pos:R:3:forces:R:3:mulliken_charge:R:1
C 0.7086 0.6558 0.0040 1.236 0.718 -0.889 0.499
N -0.2966 1.3442 0.1331 0.269 1.112 0.396 -0.107
N -1.5987 1.0167 0.1529 -0.572 -0.879 0.099 -0.313
N -1.7920 -0.2151 0.0484 -2.791 1.683 2.151 0.193
N -1.0875 -1.1451 -0.3146 2.435 -2.317 -3.044 0.207
N 1.8182 0.3718 -0.3552 0.140 -0.327 -0.093 -0.373
O -0.2618 -1.8272 0.2487 -0.854 0.190 1.098 -0.393
H 2.5099 -0.2011 0.0828 0.137 -0.182 0.282 0.286
```
Forces are in eV/Å.

Summary:
- Total charge: 0
- Frontier orbital gap (alpha / beta): 0.313 / 0.313 hartree
- Calculated total energy: -387.49011 Eh
- SMILES string: N=C=N/N=N\N=O

---

Molecular formula: CHNO
Method: DFT, ωB97M-V with the def2-TZVPD basis set

Structure (XYZ):
```
4
Properties=species:S:1:pos:R:3:forces:R:3:mulliken_charge:R:1
C 0.7573 -0.0261 -0.0001 -10.414 0.167 0.002 0.032
N -0.4758 -0.0105 0.0001 4.288 0.003 -0.003 -0.078
O -2.0908 0.0237 0.0000 5.481 -0.140 0.001 -0.358
H 1.8093 0.0129 0.0000 0.645 -0.030 0.000 0.404
```
Forces are in eV/Å.

Summary:
- Total charge: 0
- Frontier orbital gap: 0.392 hartree
- Calculated total energy: -168.49625 Eh
- SMILES string: C#[N+][O-]

---

Molecular formula: CHNO2PS
Method: DFT, ωB97M-V with the def2-TZVPD basis set

Structure (XYZ):
```
7
Properties=species:S:1:pos:R:3:forces:R:3:mulliken_charge:R:1
C 1.2507 -0.6145 -0.1216 -1.932 0.585 1.521 0.209
N 1.9156 -0.8429 -1.0108 1.296 -0.492 -1.169 -0.414
O -2.7785 0.9988 2.3992 -1.580 -0.891 2.443 -0.585
O -0.8985 1.1275 0.7147 -1.278 -0.240 0.246 -0.610
P -2.3412 1.4000 1.0948 3.173 1.403 -3.018 0.659
S -3.3092 2.5266 -0.1814 -0.267 -0.430 0.428 -0.480
H 0.4648 -0.3261 0.6008 0.588 0.066 -0.450 0.221
```
Forces are in eV/Å.

Summary:
- Total charge: -1
- Frontier orbital gap: 0.308 hartree
- Calculated total energy: -983.63017 Eh

---

Molecular formula: CHNO2S
Method: DFT, ωB97M-V with the def2-TZVPD basis set

Structure (XYZ):
```
6
Properties=species:S:1:pos:R:3:forces:R:3:mulliken_charge:R:1
C -1.7627 -0.0915 0.5046 -2.688 0.675 0.539 0.021
N 1.6056 0.3044 -0.2831 3.264 0.138 -0.476 0.611
O 1.4877 -0.6403 0.4114 -1.240 -0.457 0.465 -0.306
O 2.6485 0.7486 -0.7238 -1.869 0.338 -0.018 -0.350
S -3.1756 0.0242 -0.1393 0.626 -0.079 0.181 -0.155
H -0.8036 -0.3452 0.2301 1.907 -0.615 -0.692 0.179
```
Forces are in eV/Å.

Summary:
- Total charge: 0
- Frontier orbital gap (alpha / beta): 0.393 / 0.187 hartree
- Calculated total energy: -641.90117 Eh

---

Molecular formula: CHNO3
Method: DFT, ωB97M-V with the def2-TZVPD basis set

Structure (XYZ):
```
6
Properties=species:S:1:pos:R:3:forces:R:3:mulliken_charge:R:1
C -2.1506 -0.3095 0.2350 -0.439 1.373 -1.369 0.632
N 1.2483 0.0958 0.1617 0.672 -0.082 0.073 -0.086
O -2.7465 -0.9663 0.9321 -1.261 -2.725 2.841 -0.316
O -1.7617 0.4303 -0.5388 1.641 1.382 -1.510 -0.322
O 2.2195 0.4976 -0.5599 1.768 -0.256 0.291 -0.278
H 3.1909 0.2521 -0.2300 -2.382 0.307 -0.325 0.370
```
Forces are in eV/Å.

Summary:
- Total charge: 0
- Frontier orbital gap (alpha / beta): 0.340 / 0.340 hartree
- Calculated total energy: -319.05327 Eh

---

Molecular formula: CHNO3
Method: DFT, ωB97M-V with the def2-TZVPD basis set

Structure (XYZ):
```
6
Properties=species:S:1:pos:R:3:forces:R:3:mulliken_charge:R:1
C 0.2763 0.4002 -0.6458 0.281 -5.257 -3.584 0.210
N 0.2803 0.5014 0.6780 0.715 1.769 4.312 -0.007
O 0.1319 1.2983 -1.3766 -0.536 2.924 -1.320 -0.341
O -0.2282 -0.2872 1.4841 -0.796 -1.634 -1.473 0.217
O -0.9854 -1.2715 1.0168 0.603 1.025 0.451 -0.351
H 0.5252 -0.6411 -1.1566 -0.268 1.174 1.614 0.274
```
Forces are in eV/Å.

Summary:
- Total charge: 0
- Frontier orbital gap: 0.310 hartree
- Calculated total energy: -318.92454 Eh

---

Molecular formula: CHNO3S3
Method: DFT, ωB97M-V with the def2-TZVPD basis set

Structure (XYZ):
```
9
Properties=species:S:1:pos:R:3:forces:R:3:mulliken_charge:R:1
C 0.0440 1.3392 0.1527 -0.244 0.160 0.055 0.663
N -1.9688 -0.3542 0.3705 -2.898 -2.599 0.167 -0.367
O 2.7817 -1.0178 0.0872 -0.234 0.383 -0.591 -0.395
O 0.5786 -1.0632 -0.9589 0.904 -0.178 -1.000 -0.426
O 1.2101 1.3176 -0.1522 0.939 0.304 -0.190 -0.546
S -0.5369 -0.7451 0.7123 -1.028 -0.100 0.701 0.235
S -1.2820 2.1731 0.2890 0.018 0.840 0.149 -0.242
S 1.9699 -0.5270 -0.9960 -0.342 -0.658 0.888 0.821
H -2.7966 -1.1225 0.4954 2.883 1.849 -0.178 0.256
```
Forces are in eV/Å.

Summary:
- Total charge: 0
- Frontier orbital gap: 0.285 hartree
- Calculated total energy: -1513.62500 Eh

---

Molecular formula: CHNO5S
Method: DFT, ωB97M-V with the def2-TZVPD basis set

Structure (XYZ):
```
9
Properties=species:S:1:pos:R:3:forces:R:3:mulliken_charge:R:1
C -0.5340 -0.2945 -0.1723 6.075 2.300 -2.284 0.523
N -1.8770 -0.2227 0.3076 -3.850 -2.224 -0.759 0.914
O -2.3822 0.8278 0.5950 0.572 0.249 0.436 -0.448
O 0.0582 -1.1480 -0.7792 -2.203 1.376 1.903 -0.356
O -2.4945 -1.2916 0.1530 1.069 1.194 0.637 -0.473
O 2.5694 0.3002 0.3677 0.774 -0.990 0.062 -0.466
O 0.0768 1.0422 0.0609 -1.902 -3.126 0.504 -0.260
S 1.5969 1.3101 -0.4752 1.021 -0.552 -0.663 0.198
H 2.9865 -0.5234 -0.0574 -1.555 1.775 0.165 0.368
```
Forces are in eV/Å.

Summary:
- Total charge: 0
- Frontier orbital gap: 0.270 hartree
- Calculated total energy: -867.68030 Eh

---

Molecular formula: CHO2PS
Method: DFT, ωB97M-V with the def2-TZVPD basis set

Structure (XYZ):
```
6
Properties=species:S:1:pos:R:3:forces:R:3:mulliken_charge:R:1
C 0.6615 -0.4039 -0.4576 4.453 -4.394 0.354 0.161
O -0.4912 -0.3897 -0.8386 -3.752 2.476 -1.155 -0.329
O -1.5955 0.4912 1.2764 -1.830 -0.402 2.158 -0.310
P -1.2190 1.2498 0.1339 2.008 -0.937 -1.500 0.544
S 1.4257 0.4181 0.7431 -0.306 1.448 -0.266 -0.328
H 1.2185 -1.3654 -0.8573 -0.574 1.809 0.410 0.262
```
Forces are in eV/Å.

Summary:
- Total charge: 0
- Frontier orbital gap: 0.294 hartree
- Calculated total energy: -928.70190 Eh

---

Molecular formula: CHO2S2
Method: DFT, ωB97M-V with the def2-TZVPD basis set

Structure (XYZ):
```
6
Properties=species:S:1:pos:R:3:forces:R:3:mulliken_charge:R:1
C 1.1988 0.0559 -0.2685 -0.106 0.949 0.286 0.380
O -3.9278 0.9731 -0.4638 0.833 -0.779 0.470 -0.340
O 1.6772 -0.9349 -0.7740 0.040 -1.099 -0.379 -0.575
S 1.9534 1.5421 0.0541 0.212 0.513 0.158 -0.590
S -2.8630 0.0611 0.0854 -0.765 0.796 -0.483 0.296
H 0.1276 0.0856 0.0408 -0.215 -0.380 -0.052 -0.171
```
Forces are in eV/Å.

Summary:
- Total charge: -1
- Frontier orbital gap (alpha / beta): 0.157 / 0.156 hartree
- Calculated total energy: -985.54430 Eh

---

Molecular formula: CHO3PS2
Method: DFT, ωB97M-V with the def2-TZVPD basis set

Structure (XYZ):
```
8
Properties=species:S:1:pos:R:3:forces:R:3:mulliken_charge:R:1
C 0.0235 1.1439 -1.0421 2.629 -0.057 -0.330 0.336
O 1.9479 -2.6486 0.9611 -0.940 1.202 -0.854 -1.113
O 0.5169 0.5597 -1.9646 -1.029 -0.412 -0.068 -0.468
O -0.8823 0.6711 1.8739 1.403 -0.812 -1.428 -0.553
P -0.7011 0.0850 0.4892 -3.493 0.881 1.836 0.581
S 0.1223 2.7245 -0.5490 -0.615 0.777 0.188 -0.439
S -2.4651 -0.5686 -0.1903 1.058 -0.332 -0.158 -0.515
H 1.4380 -1.9671 0.4217 0.986 -1.246 0.814 0.170
```
Forces are in eV/Å.

Summary:
- Total charge: -2
- Frontier orbital gap (alpha / beta): 0.174 / 0.175 hartree
- Calculated total energy: -1402.12379 Eh

---

Molecular formula: CHO3S2
Method: DFT, ωB97M-V with the def2-TZVPD basis set

Structure (XYZ):
```
7
Properties=species:S:1:pos:R:3:forces:R:3:mulliken_charge:R:1
C -1.2479 -0.9266 -0.2151 3.740 0.389 -0.228 -0.176
O 1.2811 0.6409 1.5416 0.176 0.391 1.863 -0.466
O 0.3508 1.9641 -0.3936 1.188 -1.042 0.979 -0.500
O 2.0608 0.1323 -0.7156 -1.485 1.002 1.013 -0.547
S -2.7077 -0.7468 0.2434 -1.991 0.215 0.502 -0.337
S 1.0133 0.7570 0.1512 -1.248 -1.040 -4.094 0.796
H -0.7504 -1.8209 -0.6119 -0.380 0.085 -0.036 0.230
```
Forces are in eV/Å.

Summary:
- Total charge: -1
- Frontier orbital gap (alpha / beta): 0.230 / 0.252 hartree
- Calculated total energy: -1060.75805 Eh

---

Molecular formula: CHO3Sn
Method: DFT, ωB97M-V with the def2-TZVPD basis set

Structure (XYZ):
```
6
Properties=species:S:1:pos:R:3:forces:R:3:mulliken_charge:R:1
Sn 2.8227 -0.4142 0.7595 -4.102 0.573 -0.840 1.433
O -1.5999 0.0586 -0.3705 1.872 0.356 0.123 -0.374
C -0.3511 -0.0949 0.0905 0.890 -0.796 1.179 0.935
O 0.5701 0.5930 -0.4685 1.842 0.092 -0.161 -0.705
O -0.0625 -0.8694 1.0384 0.635 -0.191 -0.060 -0.635
H -1.3792 0.7269 -1.0495 -1.136 -0.033 -0.240 0.346
```
Forces are in eV/Å.

Summary:
- Total charge: +1
- Frontier orbital gap: 0.235 hartree
- Calculated total energy: -478.39149 Eh

---

Molecular formula: CHO4S
Method: DFT, ωB97M-V with the def2-TZVPD basis set

Structure (XYZ):
```
7
Properties=species:S:1:pos:R:3:forces:R:3:mulliken_charge:R:1
C -1.8980 0.3909 -0.0048 0.397 3.020 1.492 0.100
O 1.8587 0.0792 -1.2395 -0.121 -0.616 0.529 -0.526
O -2.3263 1.4976 0.2178 0.558 -2.542 -0.757 -0.379
O 2.0777 0.4039 1.1784 0.859 0.757 1.135 -0.529
O 1.1732 -1.6985 0.3954 0.041 -1.588 -0.158 -0.502
S 1.4011 -0.3011 0.1203 -1.147 1.436 -1.534 0.631
H -2.2864 -0.3720 -0.6677 -0.587 -0.465 -0.707 0.204
```
Forces are in eV/Å.

Summary:
- Total charge: -1
- Frontier orbital gap (alpha / beta): 0.242 / 0.320 hartree
- Calculated total energy: -737.81414 Eh

---

Molecular formula: CHO5P
Method: DFT, ωB97M-V with the def2-TZVPD basis set

Structure (XYZ):
```
8
Properties=species:S:1:pos:R:3:forces:R:3:mulliken_charge:R:1
C -0.5798 -0.7800 -0.8315 -2.454 0.003 0.543 0.251
O 1.2388 0.5825 2.1236 -0.783 -0.163 0.638 -0.802
O -0.7173 -0.7778 0.4917 0.545 0.749 0.687 -0.467
O -0.6608 -1.7904 -1.5176 0.531 -0.450 -0.362 -0.659
O -0.2531 1.8927 0.4842 -0.314 0.096 0.105 -0.761
O 1.3249 0.0184 -0.2967 1.782 0.148 -1.944 -0.711
P 0.5371 0.6539 0.7981 -0.070 -0.307 0.578 0.949
H -0.8898 0.2006 -1.2517 0.763 -0.074 -0.246 0.200
```
Forces are in eV/Å.

Summary:
- Total charge: -2
- Frontier orbital gap: 0.264 hartree
- Calculated total energy: -756.34910 Eh

---

Molecular formula: CI3NO2
Method: DFT, ωB97M-V with the def2-TZVPD basis set

Structure (XYZ):
```
7
Properties=species:S:1:pos:R:3:forces:R:3:mulliken_charge:R:1
C -0.2346 -0.9515 0.2686 -1.566 0.057 0.805 -0.203
N 0.5960 -0.0073 -0.0583 -1.430 -0.705 -0.855 0.681
O 0.5769 1.0997 0.7181 0.929 -2.144 3.588 -0.485
O 1.1928 0.1075 -1.1174 1.328 -0.498 -0.733 -0.644
I 0.2493 2.6074 -0.2868 -0.803 4.099 -2.072 0.327
I -0.5099 -2.3371 -1.2347 -0.066 -0.281 0.409 0.187
I -1.8705 -0.5187 1.7105 1.608 -0.528 -1.142 0.138
```
Forces are in eV/Å.

Summary:
- Total charge: 0
- Frontier orbital gap (alpha / beta): 0.285 / 0.285 hartree
- Calculated total energy: -1136.21999 Eh

---

Molecular formula: CI3O2S
Method: DFT, ωB97M-V with the def2-TZVPD basis set

Structure (XYZ):
```
7
Properties=species:S:1:pos:R:3:forces:R:3:mulliken_charge:R:1
C 1.1617 -0.5177 0.2308 0.634 -0.031 -0.226 -0.672
O -0.9182 1.5209 0.3766 0.668 -0.384 -0.919 -0.482
O -1.4840 -0.7685 -0.4061 1.446 1.817 -0.918 -0.457
S -0.5504 0.4109 -0.5206 -1.717 -1.600 1.983 0.734
I 2.9796 0.7284 0.5341 -0.329 0.650 -0.019 -0.035
I 1.7847 -1.9317 -1.3001 -0.375 -0.276 -0.440 0.015
I 0.5186 -1.5173 2.2201 -0.328 -0.176 0.538 -0.103
```
Forces are in eV/Å.

Summary:
- Total charge: -1
- Frontier orbital gap (alpha / beta): 0.192 / 0.210 hartree
- Calculated total energy: -1479.81672 Eh
- 2S+1: 3

---

Molecular formula: CINOS
Method: DFT, ωB97M-V with the def2-TZVPD basis set

Structure (XYZ):
```
5
Properties=species:S:1:pos:R:3:forces:R:3:mulliken_charge:R:1
C 0.9856 0.3776 0.0564 -0.438 0.710 -0.376 0.733
N 0.2793 1.3543 -0.0660 0.690 1.308 0.370 -0.571
O 1.3432 -0.7280 0.0973 1.445 -0.634 0.210 -0.352
S -0.9020 -1.5503 -0.2410 -1.753 -0.136 0.172 -0.320
I -1.7061 0.5463 0.1532 0.055 -1.247 -0.376 0.511
```
Forces are in eV/Å.

Summary:
- Total charge: 0
- Frontier orbital gap: 0.264 hartree
- Calculated total energy: -863.88442 Eh